# 1
79
Properties=species:S:1:pos:R:3:forces:R:3 method="wB97M-V/def2-TZVPD" gap_ha=0.11702 e_homo_ev=-8.8 total_charge=+1 energy_ha=-1921.1938
C 1.229 -3.083 -0.523 0.43 0.77 0.38
O 1.735 -2.507 0.704 -1.10 -1.94 0.33
C 2.536 -1.422 0.717 0.43 1.66 0.07
C 3.430 -1.228 -0.445 0.28 -0.36 -0.63
C 3.074 -0.319 -1.460 0.27 -0.18 0.36
C 3.941 -0.073 -2.521 -0.02 -0.05 -0.02
C 5.138 -0.784 -2.624 -0.14 -0.02 0.13
C 5.441 -1.774 -1.685 0.01 -0.18 -0.03
C 4.585 -2.020 -0.613 -0.39 0.65 0.03
C 2.140 -0.348 1.536 -0.97 -0.84 -2.00
N 2.503 0.969 1.402 -0.29 0.28 0.70
C 3.583 1.611 0.778 0.75 0.61 0.07
C 3.339 2.885 0.254 0.23 -0.13 -0.49
C 4.354 3.531 -0.453 0.12 -0.30 0.32
C 5.616 2.931 -0.556 -0.01 -0.07 -0.10
C 5.872 1.698 0.058 -0.18 0.24 0.04
C 4.866 1.057 0.774 -0.31 0.01 -0.23
N 1.612 1.814 2.020 -0.72 -0.99 1.41
C 0.734 1.038 2.611 0.94 0.34 -0.85
C -0.236 1.510 3.595 -0.58 0.64 0.76
C -0.675 0.710 4.675 0.10 0.28 -0.54
C -1.552 1.234 5.623 0.08 0.27 -0.18
C -1.979 2.564 5.526 0.16 -0.11 -0.21
C -1.515 3.377 4.481 0.04 -0.27 0.13
C -0.637 2.862 3.529 -0.10 -0.52 0.08
N 0.955 -0.294 2.285 0.71 0.55 0.25
C -0.013 -1.317 2.437 -0.10 -0.11 -0.09
C 0.373 -2.485 3.067 -0.35 -0.52 0.33
C -0.550 -3.518 3.225 0.19 0.29 -0.15
C -1.852 -3.357 2.738 -0.09 -0.06 -0.01
C -2.236 -2.166 2.113 0.36 0.06 0.09
C -1.304 -1.131 1.957 -0.19 -0.24 0.02
H 0.450 -3.780 -0.204 0.05 0.15 -0.07
H 0.807 -2.292 -1.155 0.04 -0.26 -0.01
H 2.035 -3.616 -1.041 -0.23 0.22 -0.10
H 2.119 0.209 -1.382 0.38 -0.02 -0.01
H 3.678 0.686 -3.261 0.11 -0.28 0.17
H 5.823 -0.577 -3.446 -0.17 -0.08 0.25
H 6.355 -2.363 -1.779 -0.23 0.19 -0.05
H 4.796 -2.782 0.141 0.12 0.24 -0.23
H 2.354 3.333 0.387 0.36 -0.15 -0.19
H 4.153 4.500 -0.913 0.15 -0.29 0.18
H 6.414 3.429 -1.114 -0.29 -0.16 0.17
H 6.856 1.234 -0.025 -0.26 0.21 0.10
H 5.027 0.116 1.299 0.09 0.19 -0.23
H -0.322 -0.318 4.764 -0.17 0.28 0.01
H -1.898 0.599 6.440 0.10 0.22 -0.21
H -2.668 2.967 6.269 0.21 -0.10 -0.24
H -1.837 4.416 4.410 0.09 -0.28 0.05
H -0.245 3.481 2.722 -0.18 -0.12 0.23
H 1.401 -2.561 3.424 -0.40 0.08 -0.09
H -0.234 -4.439 3.721 -0.25 0.22 -0.15
H -2.572 -4.173 2.846 0.23 0.32 -0.02
H -3.251 -2.034 1.734 0.32 -0.10 0.15
H -1.575 -0.191 1.467 0.08 -0.36 0.17
F 6.624 -7.820 1.037 -1.26 0.69 -0.10
C 5.447 -7.134 0.844 0.80 -0.31 0.37
C 4.707 -7.415 -0.305 -0.36 0.52 0.31
C 3.471 -6.762 -0.445 0.07 -0.16 -0.03
C 3.056 -5.813 0.476 0.03 0.45 0.17
C 3.896 -5.399 1.557 0.26 -0.61 -0.45
C 3.517 -4.283 2.362 -0.12 -1.30 0.97
C 4.134 -3.972 3.622 0.82 0.43 0.72
C 3.347 -3.713 4.785 0.09 0.02 -0.54
C 3.941 -3.480 6.019 0.12 -0.10 0.00
C 5.336 -3.524 6.160 -0.19 -0.09 -0.47
C 6.132 -3.786 5.034 -0.16 0.08 0.03
C 5.550 -3.968 3.784 -0.27 -0.29 0.10
C 5.058 -6.202 1.795 0.09 0.16 -0.41
H 5.067 -8.131 -1.040 -0.07 0.12 0.24
H 2.832 -7.008 -1.295 0.17 0.04 0.31
H 2.055 -5.381 0.414 0.46 0.02 -0.19
H 2.545 -3.855 2.161 -0.10 0.19 -0.27
H 2.259 -3.772 4.702 0.38 0.11 0.13
H 3.314 -3.280 6.891 0.20 -0.12 -0.32
H 5.796 -3.367 7.137 -0.15 -0.04 -0.33
H 7.216 -3.858 5.137 -0.32 0.15 -0.05
H 6.178 -4.141 2.907 -0.14 0.28 0.35
H 5.648 -6.080 2.701 -0.07 -0.13 -0.36

***

# 2
91
Properties=species:S:1:pos:R:3:forces:R:3 method="wB97M-V/def2-TZVPD" gap_ha="0.10301 / 0.08193" e_homo_ev="-5.1 / -5.1" relative_energy_kcal_mol=93.04 energy_ha=-5605.2674 spin_multiplicity=4
V -0.264 0.456 0.069 0.18 -0.48 0.04
C -2.204 -1.028 6.321 -1.90 0.76 0.20
C -1.064 -1.800 6.384 0.41 -0.22 -0.84
C -0.343 -1.944 5.177 1.22 -0.04 0.67
C -0.736 -1.302 4.019 0.46 0.65 0.24
C -0.003 -1.050 2.756 0.83 0.17 0.13
N -0.764 -0.217 1.944 -1.74 -0.85 1.98
C -1.942 0.025 2.643 -0.46 0.28 -2.29
N -3.099 0.471 2.095 0.15 0.04 -0.36
C -3.292 0.413 0.774 1.74 -0.96 0.74
C -4.574 0.308 0.112 -2.22 0.62 -1.25
C -5.900 0.600 0.505 1.40 1.05 1.40
C -6.928 0.535 -0.412 -0.79 -0.95 0.34
C -6.773 -0.225 -1.598 0.76 1.08 0.21
C -5.491 -0.584 -1.975 1.22 0.71 1.27
C -4.374 -0.163 -1.205 -1.40 -0.28 1.80
C -2.952 -0.443 -1.241 0.05 -0.16 -1.36
N -2.492 -1.252 -2.174 1.39 0.40 1.31
C -1.259 -1.772 -1.973 1.46 -1.82 -0.20
N -0.163 -1.396 -1.184 -0.92 0.96 -0.14
C 0.866 -2.312 -1.341 -1.37 -0.92 0.91
N 2.063 -2.455 -0.737 -0.26 1.36 0.93
C 2.498 -1.923 0.416 1.14 -2.53 -2.73
N 1.211 -1.522 2.468 -1.21 -0.11 -0.80
C 1.660 -1.139 1.244 -1.54 3.10 1.20
N 1.262 0.023 0.689 0.52 -1.47 -0.49
C 4.702 -1.583 1.626 0.71 -0.24 -1.84
C 6.032 -2.022 1.895 -1.84 0.04 0.27
C 6.376 -3.320 1.573 -0.45 0.40 0.14
C 5.485 -4.110 0.842 0.79 -0.72 -0.19
C 4.266 -3.675 0.393 -0.27 1.10 0.05
C 3.835 -2.368 0.796 0.79 -0.48 1.09
C 0.350 -3.425 -2.159 1.24 0.38 -1.02
C 1.027 -4.538 -2.687 0.11 0.38 1.22
C 0.381 -5.342 -3.606 0.20 0.38 0.29
C -0.884 -4.988 -4.088 -0.67 1.11 0.29
C -1.590 -3.894 -3.532 0.78 -0.12 -0.17
C -0.917 -3.082 -2.596 -0.71 0.20 -0.28
N -2.305 0.075 -0.148 -0.61 0.19 0.06
C -1.892 -0.515 3.988 0.51 -0.46 0.38
C -2.656 -0.401 5.140 -0.30 0.12 0.00
H -2.871 -0.879 7.194 0.76 -0.24 -0.45
H -0.749 -2.260 7.338 -0.08 0.27 -0.81
H 0.650 -2.399 5.158 -0.40 -0.26 0.13
H -6.041 0.986 1.548 -0.11 -0.29 -1.17
H -7.896 0.931 -0.081 0.30 -0.37 -0.41
H -7.585 -0.442 -2.277 -0.20 -0.01 0.24
H -5.285 -1.220 -2.783 0.03 -0.53 -1.31
H 6.695 -1.340 2.403 0.21 -0.01 0.00
H 7.339 -3.685 1.895 0.10 -0.20 -0.19
H 5.809 -5.105 0.559 -0.02 -0.02 0.02
H 3.688 -4.298 -0.312 0.12 0.55 0.76
H 2.037 -4.748 -2.306 -0.52 -0.04 -0.37
H 0.909 -6.231 -3.907 -0.10 -0.14 -0.54
H -1.292 -5.445 -4.985 -0.12 -0.43 0.43
H -2.601 -3.646 -3.857 0.36 0.01 -0.05
H -3.592 0.176 5.123 0.54 -0.28 0.13
C 1.559 4.346 -4.083 -0.60 0.30 0.52
C 2.253 3.233 -4.812 -0.44 -0.40 -1.00
S 3.386 2.359 -3.784 0.76 -0.25 0.83
C 2.517 0.805 -3.442 0.51 -0.48 -0.38
C 0.989 0.863 -3.447 0.32 -1.44 0.55
S 0.350 1.857 -2.020 0.53 -0.44 -1.12
C -1.103 2.597 -2.790 -0.54 0.46 0.18
C -0.997 4.085 -3.071 -0.33 1.30 0.79
S -0.160 4.514 -4.615 -0.48 0.15 0.38
H 2.014 5.300 -4.272 0.43 0.40 -0.21
H 1.636 4.201 -3.002 -0.35 -0.03 -0.15
H 2.854 3.676 -5.583 0.29 0.05 -0.63
H 1.519 2.565 -5.327 0.75 0.55 0.39
H 2.899 0.447 -2.477 -0.09 0.12 -0.13
H 2.955 0.138 -4.220 -0.99 -0.03 0.57
H 0.580 -0.174 -3.326 0.36 0.86 -0.16
H 0.644 1.237 -4.406 -0.37 0.26 0.29
H -1.922 2.401 -2.114 -0.36 0.07 0.33
H -1.375 2.124 -3.729 0.26 -0.46 -0.01
H -0.540 4.692 -2.245 -0.10 -0.84 -0.54
H -2.016 4.523 -3.107 0.40 -0.43 -0.36
I 4.475 0.516 1.656 0.19 -0.14 0.43
I 7.992 3.275 2.073 -0.26 -0.11 0.01
S -0.781 2.829 0.838 0.42 0.29 0.08
C 0.098 3.307 2.232 -1.04 -0.41 1.48
N -0.513 3.195 3.439 -0.05 0.55 -0.94
C 0.006 4.004 4.541 -0.75 -0.56 1.25
C 1.355 4.545 4.095 0.26 0.46 1.16
S 1.639 4.062 2.375 -0.14 -0.11 -0.49
H -1.495 2.919 3.430 0.40 -0.04 -0.06
H 0.072 3.399 5.499 0.04 0.47 -1.24
H -0.677 4.846 4.790 0.18 -0.57 -0.43
H 2.120 4.156 4.787 0.03 0.26 -0.73
H 1.301 5.644 4.190 0.50 -0.51 -0.30